(1)
{
  "formula": "C18H23ClN3O3S",
  "method": "ωB97M-V/def2-TZVPD",
  "lumo_ev": -3.2,
  "spin_multiplicity": 1,
  "total_energy_ha": -1947.2748,
  "homo_energy_ev": -11.990,
  "smiles": "Cc1ccc(NC(=O)C[NH2+]Cc2ccccc2Cl)cc1S(=O)(=O)N(C)C",
  "max_force_ev_per_a": 14.59,
  "relative_energy_ev": 15.9774,
  "total_charge": 1,
  "symbols": ["C", "C", "C", "C", "C", "N", "C", "O", "C", "N", "C", "C", "C", "C", "C", "C", "C", "Cl", "C", "C", "S", "O", "O", "N", "C", "C", "H", "H", "H", "H", "H", "H", "H", "H", "H", "H", "H", "H", "H", "H", "H", "H", "H", "H", "H", "H", "H", "H", "H"],
  "xyz": [[3.624, 2.182, 0.540], [2.470, 1.674, -0.167], [1.282, 2.416, -0.558], [0.134, 1.983, -1.210], [-0.057, 0.526, -1.428], [-1.275, 0.215, -1.807], [-2.155, -0.554, -1.408], [-3.300, -0.865, -2.016], [-1.626, -1.895, -0.419], [-2.871, -2.264, 0.202], [-3.501, -1.794, 1.547], [-3.772, -0.491, 1.228], [-3.084, 0.669, 1.751], [-3.300, 2.142, 1.346], [-4.559, 2.353, 0.767], [-5.346, 1.266, 0.054], [-5.052, 0.057, 0.560], [-5.888, -1.223, -0.193], [0.932, -0.200, -0.805], [2.196, 0.415, -0.242], [3.043, -0.974, 0.597], [3.261, -0.314, 2.000], [2.484, -2.176, 0.156], [4.540, -0.706, 0.079], [4.487, -1.230, -1.507], [5.599, -1.151, 0.629], [3.795, 1.602, 1.469], [4.559, 1.757, -0.123], [3.581, 3.354, 0.463], [1.541, 3.626, -0.847], [-0.587, 2.789, -1.760], [-1.702, 0.909, -2.475], [-1.131, -1.071, 0.450], [-1.005, -2.490, -0.844], [-3.590, -2.135, -0.752], [-2.767, -3.404, 0.328], [-4.279, -2.169, 1.679], [-2.755, -1.878, 2.317], [-2.167, 0.330, 2.275], [-2.724, 2.864, 1.794], [-4.818, 3.497, 0.208], [-6.239, 1.529, -0.274], [0.761, -1.365, -0.848], [3.521, -0.735, -1.942], [4.510, -2.443, -1.354], [5.270, -0.906, -1.815], [5.481, -0.904, 1.643], [6.477, -0.562, 0.116], [6.004, -2.256, 0.596]]
}

---

(2)
{
  "formula": "C56H132InN10O19",
  "method": "ωB97M-V/def2-TZVPD",
  "lumo_ev": [-9.0, -9.1],
  "s2": 0.765,
  "spin_multiplicity": 2,
  "total_energy_ha": -4378.7686,
  "homo_energy_ev": [-11.012, -11.009],
  "max_force_ev_per_a": 7.18,
  "total_charge": 2,
  "symbols": ["In", "C", "C", "C", "O", "C", "C", "C", "O", "O", "O", "H", "H", "C", "C", "C", "O", "C", "N", "H", "H", "H", "H", "H", "H", "H", "H", "H", "H", "H", "C", "C", "C", "O", "C", "N", "H", "H", "H", "H", "H", "H", "H", "H", "H", "H", "H", "C", "C", "C", "O", "C", "N", "H", "H", "H", "H", "H", "H", "H", "H", "H", "H", "H", "C", "C", "C", "O", "C", "N", "H", "H", "H", "H", "H", "H", "H", "H", "H", "H", "H", "C", "C", "C", "O", "C", "N", "H", "H", "H", "H", "H", "H", "H", "H", "H", "H", "H", "C", "O", "C", "C", "N", "C", "C", "O", "C", "H", "H", "H", "H", "H", "H", "H", "H", "H", "H", "H", "H", "H", "H", "H", "C", "O", "C", "C", "N", "C", "C", "O", "C", "H", "H", "H", "H", "H", "H", "H", "H", "H", "H", "H", "H", "H", "H", "H", "C", "O", "C", "C", "N", "C", "C", "O", "C", "H", "H", "H", "H", "H", "H", "H", "H", "H", "H", "H", "H", "H", "H", "H", "C", "O", "C", "C", "N", "C", "C", "O", "C", "H", "H", "H", "H", "H", "H", "H", "H", "H", "H", "H", "H", "H", "H", "H", "C", "O", "C", "C", "N", "C", "C", "O", "C", "H", "H", "H", "H", "H", "H", "H", "H", "H", "H", "H", "H", "H", "H", "H"],
  "xyz": [[-0.299, 3.576, 3.895], [-0.697, -0.971, 1.276], [-0.608, 0.367, 1.870], [-0.920, 1.487, 0.823], [-1.015, 2.685, 1.157], [-1.097, 1.250, -0.541], [-1.003, -0.041, -1.034], [-0.801, -1.171, -0.088], [-0.597, -2.398, -0.478], [-1.226, -0.223, -2.328], [-0.491, 0.603, 3.085], [-0.441, -1.868, 1.821], [-1.244, 2.146, -1.126], [4.865, -4.842, -3.972], [3.440, -4.633, -3.663], [3.115, -4.798, -2.174], [1.779, -4.436, -1.758], [1.500, -5.100, -0.541], [3.151, -3.161, -3.889], [5.039, -4.869, -5.047], [5.282, -5.640, -3.358], [5.384, -3.955, -3.609], [2.812, -5.195, -4.354], [3.775, -4.112, -1.642], [3.443, -5.775, -1.818], [1.642, -6.176, -0.643], [0.455, -4.948, -0.270], [2.040, -4.606, 0.267], [3.520, -2.753, -4.735], [3.495, -2.621, -3.108], [-7.876, 5.556, -4.024], [-6.726, 4.703, -4.466], [-6.073, 3.923, -3.222], [-4.937, 3.240, -3.725], [-4.055, 2.795, -2.733], [-7.181, 3.728, -5.407], [-7.643, 5.944, -3.031], [-8.728, 4.884, -3.923], [-8.126, 6.369, -4.706], [-5.993, 5.372, -4.915], [-6.822, 3.219, -2.858], [-5.662, 4.713, -2.594], [-3.131, 2.468, -3.209], [-4.383, 1.908, -2.192], [-3.779, 3.542, -1.989], [-6.540, 3.568, -6.171], [-7.169, 2.804, -4.999], [-3.567, -7.605, 4.938], [-4.170, -6.330, 4.256], [-3.109, -5.647, 3.415], [-3.341, -4.233, 3.279], [-2.738, -3.554, 2.219], [-5.386, -6.643, 3.498], [-3.264, -8.322, 4.175], [-4.169, -8.048, 5.731], [-2.633, -7.439, 5.476], [-4.516, -5.646, 5.031], [-3.148, -6.129, 2.439], [-2.139, -5.753, 3.900], [-3.263, -3.813, 1.300], [-1.693, -3.813, 2.048], [-2.836, -2.525, 2.567], [-6.253, -6.911, 3.943], [-5.149, -7.419, 2.897], [-4.142, 2.211, 2.940], [-4.125, 2.888, 4.322], [-3.559, 2.119, 5.473], [-2.256, 1.669, 5.191], [-2.185, 0.250, 5.578], [-3.362, 4.103, 4.207], [-4.671, 1.264, 3.049], [-3.253, 1.913, 2.384], [-4.768, 2.911, 2.387], [-5.126, 3.154, 4.661], [-4.389, 1.495, 5.803], [-3.393, 2.745, 6.350], [-1.195, 0.166, 6.026], [-2.362, -0.508, 4.815], [-2.785, -0.092, 6.421], [-3.667, 4.731, 4.937], [-3.791, 4.568, 3.420], [0.983, 8.466, 2.832], [0.342, 7.107, 2.893], [-0.636, 6.756, 1.731], [-1.509, 5.687, 1.976], [-2.395, 5.337, 0.843], [1.334, 6.043, 3.033], [1.507, 8.658, 1.896], [1.626, 8.722, 3.674], [0.194, 9.205, 2.971], [-0.185, 7.185, 3.844], [-0.071, 6.444, 0.852], [-1.144, 7.713, 1.613], [-1.867, 5.301, -0.110], [-3.097, 6.163, 0.728], [-2.854, 4.357, 0.974], [2.026, 6.135, 2.303], [1.970, 6.361, 3.750], [-0.189, -7.191, -3.302], [-0.765, -5.993, -2.831], [-2.104, -6.147, -2.241], [-2.744, -4.933, -1.647], [-2.850, -3.734, -2.532], [-3.921, -3.733, -3.556], [-3.972, -2.292, -4.183], [-2.695, -1.896, -4.659], [-2.772, -0.697, -5.424], [-0.098, -7.872, -2.456], [0.774, -6.879, -3.707], [-0.755, -7.653, -4.110], [-2.167, -6.746, -1.332], [-2.738, -6.366, -3.100], [-2.282, -4.601, -0.717], [-3.701, -5.220, -1.209], [-3.157, -3.001, -1.909], [-4.861, -3.993, -3.068], [-3.784, -4.485, -4.333], [-4.450, -1.669, -3.428], [-4.545, -2.509, -5.085], [-1.801, -0.716, -5.921], [-2.843, 0.226, -4.849], [-3.461, -0.662, -6.268], [-1.116, -2.817, -8.002], [-0.294, -2.309, -6.970], [0.572, -1.286, -7.516], [0.920, -0.182, -6.449], [1.519, -0.754, -5.223], [1.670, 0.420, -4.242], [2.528, 0.081, -2.963], [1.883, -0.739, -2.040], [2.700, -1.072, -0.890], [-1.775, -2.115, -8.514], [-1.784, -3.607, -7.660], [-0.536, -3.293, -8.792], [0.018, -0.874, -8.359], [1.496, -1.675, -7.945], [0.062, 0.470, -6.279], [1.526, 0.594, -6.916], [2.491, -0.925, -5.438], [0.748, 0.925, -3.958], [2.245, 1.195, -4.750], [2.824, 1.031, -2.517], [3.409, -0.433, -3.346], [3.207, -0.245, -0.392], [3.444, -1.801, -1.209], [2.194, -1.575, -0.066], [6.020, -0.491, 3.829], [4.709, -0.427, 3.239], [3.915, -1.641, 3.382], [2.417, -1.410, 3.048], [1.642, -1.031, 4.263], [1.264, -2.070, 5.231], [0.049, -2.897, 4.677], [-0.572, -3.802, 5.531], [-1.475, -3.286, 6.516], [6.343, 0.541, 3.966], [6.615, -1.301, 3.408], [5.926, -0.889, 4.840], [4.020, -2.118, 4.356], [4.345, -2.299, 2.626], [1.844, -2.157, 2.499], [2.442, -0.609, 2.310], [0.860, -0.566, 3.823], [1.148, -1.664, 6.236], [2.157, -2.662, 5.429], [0.318, -3.423, 3.762], [-0.690, -2.227, 4.237], [-1.815, -4.080, 7.181], [-2.337, -2.782, 6.079], [-0.937, -2.655, 7.224], [1.666, 3.571, 0.424], [1.922, 3.327, 1.864], [3.061, 2.548, 2.120], [3.343, 2.580, 3.631], [2.272, 1.902, 4.472], [2.791, 1.836, 5.732], [1.620, 1.624, 6.675], [0.413, 2.457, 6.590], [-0.384, 2.244, 7.789], [0.741, 4.148, 0.421], [1.489, 2.687, -0.189], [2.348, 4.274, -0.053], [3.902, 2.850, 1.496], [2.849, 1.506, 1.880], [3.520, 3.633, 3.851], [4.265, 2.071, 3.914], [2.121, 0.931, 4.241], [3.207, 2.723, 6.208], [3.674, 1.199, 5.780], [2.005, 1.559, 7.693], [1.261, 0.602, 6.552], [0.141, 2.797, 8.568], [-0.652, 1.261, 8.177], [-1.255, 2.893, 7.704], [8.760, -0.061, -4.298], [7.754, 0.921, -4.338], [7.155, 1.196, -3.067], [6.194, 2.379, -3.153], [4.984, 2.148, -3.822], [4.227, 3.398, -4.223], [3.261, 4.088, -3.163], [1.972, 3.472, -3.160], [0.840, 4.346, -3.321], [9.108, -0.298, -3.292], [9.624, 0.150, -4.927], [8.251, -0.937, -4.702], [7.971, 1.516, -2.418], [6.658, 0.411, -2.498], [6.814, 3.217, -3.474], [5.990, 2.665, -2.121], [5.356, 1.775, -4.684], [3.585, 3.277, -5.095], [4.992, 4.028, -4.678], [3.299, 5.174, -3.086], [3.559, 3.911, -2.130], [-0.112, 3.821, -3.239], [0.990, 4.855, -4.273], [0.877, 5.061, -2.499]]
}

---

(3)
{
  "formula": "C2H2OS2",
  "method": "ωB97M-V/def2-TZVPD",
  "lumo_ev": -0.8,
  "spin_multiplicity": 1,
  "total_energy_ha": -948.9387,
  "homo_energy_ev": -8.740,
  "max_force_ev_per_a": 6.43,
  "relative_energy_ev": 1.8059,
  "symbols": ["C", "C", "O", "S", "S", "H", "H"],
  "xyz": [[0.335, -1.422, 0.065], [-0.223, 0.369, -0.259], [1.273, -1.653, 0.768], [-1.124, 0.735, -1.586], [0.416, 1.357, 0.988], [-0.298, -1.893, -0.570], [-0.379, 2.507, 0.595]]
}